(A)
15
Properties=species:S:1:pos:R:3:mulliken_charge:R:1 method="wB97M-V/def2-TZVPD" gap_ev="8.253 / 8.093" multiplicity=1 charge=0
S -1.30314 -0.75708 0.55600 0.54
O -1.57895 -1.44476 -0.71333 -0.66
N -2.46918 0.38923 0.76713 -0.28
N -3.34317 0.47358 -0.24023 -0.26
C 1.32570 -0.24770 -0.31169 -0.22
C 2.17315 -0.80676 0.73750 -0.93
C 0.07567 0.48511 0.15286 -0.72
H 2.26539 -0.30328 1.68597 0.33
H -0.32319 1.14110 -0.61807 0.37
H 1.04866 -1.01594 -1.03857 0.28
H 1.89836 0.51275 -0.86662 0.28
H 2.67549 -1.74182 0.60035 0.33
H -3.25324 -0.27731 -0.93336 0.27
H 0.22466 1.03717 1.07647 0.44
H -4.27741 0.74784 0.03482 0.25

(B)
15
Properties=species:S:1:pos:R:3:mulliken_charge:R:1 method="wB97M-V/def2-TZVPD" gap_ev=9.510 smiles="[H]/N=C(/NOC)SC" multiplicity=1 charge=0
S 1.76436 0.57406 -0.53023 -0.14
O -0.87237 -0.62886 -0.79260 -0.23
N -0.09601 -1.28214 0.11044 -0.24
N 2.07306 -1.91276 0.05767 -0.69
C 1.24147 -1.00296 -0.10004 0.42
C -2.04220 -0.05322 -0.13850 -0.47
C 0.72282 1.76059 0.22815 -0.76
H 1.31087 2.74124 0.42053 0.33
H -0.21038 -2.36374 -0.04432 0.32
H -2.37923 -0.81506 0.78142 0.25
H 0.25324 1.40285 1.17473 0.27
H -1.78435 0.93138 0.36218 0.22
H -2.82154 0.09451 -0.91592 0.23
H -0.08023 2.09285 -0.44929 0.24
H 2.92047 -1.53874 -0.16424 0.24

Energies relative to the most stable structure are (A) 26.6; (B) 0.0, reported in kcal/mol.

(A)
16
Properties=species:S:1:pos:R:3:mulliken_charge:R:1 method="wB97M-V/def2-TZVPD" gap_ev=9.603 multiplicity=1 charge=0
O -1.12389 0.97470 -0.31587 -0.42
O -0.00195 -0.74418 -2.02820 -0.68
O 1.36395 0.01807 0.44346 -0.33
C -1.08220 -0.18560 0.60194 -0.20
C 0.29827 -0.78593 0.50389 -0.21
C -0.07969 1.89157 0.13349 -0.51
C 1.04351 1.39292 0.56583 0.14
C 0.26445 -1.68612 -0.83903 -0.49
H 1.25945 -2.04023 -0.93298 0.36
H 2.04649 1.79013 0.74877 0.41
H -0.14276 0.52632 -1.28461 0.53
H -1.59120 0.26641 1.61186 0.20
H -0.21221 3.10539 0.07930 0.27
H 0.55966 -1.66408 1.32371 0.27
H -1.93863 -0.66461 0.15501 0.27
H -0.66325 -2.19476 -0.76658 0.38

(B)
16
Properties=species:S:1:pos:R:3:mulliken_charge:R:1 method="wB97M-V/def2-TZVPD" gap_ev=10.548 smiles="C/C=C(/CO)OC=O" multiplicity=1 charge=0
O -0.17978 0.86678 -0.83392 -0.41
O 0.54009 2.36745 0.83463 -0.45
O -2.75326 -0.08368 -0.45527 -0.53
C -1.81174 -0.23033 0.66200 -0.26
C -0.40573 -0.19892 0.04150 0.54
C 1.99044 -1.00445 -0.25938 -1.13
C 0.56175 -1.06045 0.33262 -0.34
C 0.29699 2.11058 -0.33542 0.09
H -2.14559 0.39501 -1.19308 0.37
H 2.15467 -1.87540 -0.92268 0.29
H 0.31304 2.81610 -1.14399 0.39
H 2.79765 -1.13284 0.50933 0.31
H -2.02444 -1.29617 0.93751 0.29
H 2.20750 -0.10391 -0.75030 0.30
H -1.98484 0.38787 1.63685 0.21
H 0.44326 -1.95765 0.93959 0.34

(C)
16
Properties=species:S:1:pos:R:3:mulliken_charge:R:1 method="wB97M-V/def2-TZVPD" gap_ev=10.319 smiles="O=C[C@H]1[C@@H](O)[C@H]1CO" multiplicity=1 charge=0
O 0.25064 0.92382 1.59794 -0.54
O -1.43604 -1.25875 0.41593 -0.59
O 1.16213 -1.33367 0.45114 -0.67
C 0.17929 1.41667 0.28681 -0.15
C 0.68947 0.66933 -0.90410 -0.02
C 1.38282 -0.63174 -0.76402 -0.68
C -0.84809 0.79050 -0.77933 -0.35
C -1.66789 -0.30979 -0.35514 0.08
H 0.66781 0.09480 1.48349 0.45
H 0.36258 2.51279 0.18814 0.33
H 0.24853 -1.73721 0.26883 0.39
H -1.37008 1.37378 -1.47090 0.43
H 1.11486 -1.29374 -1.62316 0.31
H 2.48536 -0.43201 -0.97423 0.35
H 0.99772 1.37986 -1.63669 0.46
H -2.73423 -0.15932 -0.86088 0.21

Energies relative to the most stable structure are (A) 110.7; (B) 0.0; (C) 7.8, reported in kcal/mol.

(A)
16
Properties=species:S:1:pos:R:3:mulliken_charge:R:1 method="wB97M-V/def2-TZVPD" gap_ev="6.594 / 6.595" multiplicity=1 charge=0
O 1.63797 0.00200 -0.83635 -0.80
O -1.46212 -1.55560 0.28161 -0.48
O 1.23948 -1.78705 0.60546 -0.57
C -1.01466 -0.26851 -1.70776 -1.04
C -0.67672 -0.78259 -0.52189 0.34
C 0.30082 1.82234 0.87806 -1.03
C 0.43608 0.39399 1.09811 -0.19
C 0.81652 -0.53665 0.01790 1.04
H -0.53389 2.25360 1.43763 0.38
H 1.99320 -2.02796 0.05139 0.34
H 0.29929 2.06782 -0.18168 0.29
H 1.21203 2.26627 1.31623 0.32
H -2.32989 -1.67467 -0.12607 0.35
H -1.95745 -0.50564 -2.18986 0.28
H -0.28392 0.32836 -2.23316 0.33
H 0.32327 0.00427 2.11037 0.43

(B)
16
Properties=species:S:1:pos:R:3:mulliken_charge:R:1 method="wB97M-V/def2-TZVPD" gap_ev=8.518 smiles="CO/C=C(/C=O)OC" multiplicity=1 charge=0
O 0.95482 0.22484 0.72711 -0.29
O -0.40977 -1.30952 -1.16886 -0.42
O -0.93528 1.83630 -2.43526 -0.55
C -1.02497 0.60201 -2.32310 0.02
C 0.44337 0.73057 -0.43068 -0.03
C -0.48219 -2.05049 0.05756 -0.51
C -0.35298 0.01150 -1.28054 0.42
C 1.20142 1.00106 1.96898 -0.66
H 0.05685 1.84346 -0.44527 0.26
H -0.49808 -3.13806 -0.17423 0.23
H -1.88972 -0.15867 -2.82027 0.21
H 0.55312 -1.66700 0.58396 0.23
H -1.28988 -1.66672 0.71043 0.26
H 0.20139 1.48918 2.28923 0.31
H 1.94608 1.86020 1.83966 0.28
H 1.52582 0.39135 2.90128 0.25

(C)
16
Properties=species:S:1:pos:R:3:mulliken_charge:R:1 method="wB97M-V/def2-TZVPD" gap_ev=9.379 smiles="OC1=CCCC1(O)O" multiplicity=1 charge=0
O -0.93550 -1.15280 1.71236 -0.53
O -1.43804 1.43180 0.81634 -0.57
O 0.87929 1.51113 1.01384 -0.57
C -0.31718 -0.75613 0.63328 0.16
C 0.84424 -0.40022 -1.27481 -0.56
C 0.17363 -1.37082 -0.36744 -0.57
C -0.25782 0.90500 0.36978 0.95
C 0.01449 0.88563 -1.12245 -0.90
H -0.86926 0.81622 -1.72520 0.28
H 1.78990 -0.29084 -0.74877 0.24
H -1.98194 0.76496 1.17530 0.34
H 0.37887 -2.41768 -0.59086 0.37
H 1.05012 1.31160 1.92937 0.34
H 0.86836 -0.81117 -2.33287 0.35
H 0.64624 1.70414 -1.30532 0.33
H -0.84539 -2.13082 1.81745 0.35

Energies relative to the most stable structure are (A) 63.2; (B) 64.4; (C) 0.0, reported in kcal/mol.

(A)
29
Properties=species:S:1:pos:R:3:mulliken_charge:R:1 method="wB97M-V/def2-TZVPD" gap_ev=9.732 multiplicity=1 charge=0
O 0.70902 -0.90318 1.17598 -0.28
N 1.24881 -0.27405 0.03347 -0.33
C -3.86458 2.70679 0.25233 0.06
C 3.30471 0.71656 -0.81222 -0.48
C -1.86200 -1.90696 -0.36793 -1.27
C -3.16057 1.72805 0.23209 -0.61
C 5.42062 0.00702 0.33952 -1.24
C 4.63492 0.78260 -0.68571 0.03
C -4.20525 -1.10598 -0.35064 -1.46
C -2.76224 -0.68622 -0.58479 0.67
C -2.36995 0.50104 0.32812 -0.45
C 2.51298 -0.14625 0.08682 0.10
H -0.88188 -1.81049 -0.87490 0.23
H -2.29949 -2.82183 -0.80130 0.42
H 1.29618 -1.64436 1.44355 0.31
H 2.79228 1.27303 -1.59318 0.33
H -4.30582 -1.56787 0.63680 0.33
H 5.31024 -1.08150 0.23147 0.32
H -4.87674 -0.25709 -0.42286 0.41
H -4.51153 -1.83170 -1.11015 0.39
H -2.49300 0.13034 1.39135 0.24
H -4.50618 3.56864 0.31470 0.41
H 6.50678 0.24370 0.28174 0.29
H 5.08964 0.25411 1.36861 0.33
H 3.08228 -0.66982 0.85116 0.22
H -1.31698 0.72375 0.25930 0.16
H 5.18875 1.46986 -1.31107 0.38
H -1.71635 -2.05840 0.69380 0.28
H -2.66386 -0.35650 -1.62665 0.21

(B)
29
Properties=species:S:1:pos:R:3:mulliken_charge:R:1 method="wB97M-V/def2-TZVPD" gap_ev=8.533 multiplicity=1 charge=0
O 3.26034 -0.60078 -0.40252 -0.47
N 3.04209 0.10614 0.89855 -0.51
C 0.02443 1.67435 0.83430 -0.96
C 0.21799 -2.14958 1.01909 -1.58
C 0.26062 0.31784 1.63348 -1.09
C -0.46798 -0.94632 -1.88318 -1.67
C -0.67417 -0.15536 -0.58966 1.88
C 1.53502 1.17252 -0.99235 -1.62
C 2.07597 -0.00939 -0.17735 0.81
C 0.09524 1.22627 -0.64135 -0.11
C -2.14700 0.04290 -0.03606 -1.96
C 0.08257 -0.76279 0.58472 0.27
H -0.65693 0.17684 2.22413 0.40
H -0.78293 -2.62282 1.43602 0.29
H -2.59528 0.64759 -0.72602 0.51
H 0.81468 2.40087 1.07552 0.47
H -2.52368 -0.96975 -0.17214 0.47
H 0.27173 -2.80553 0.17184 0.37
H -0.45348 1.87756 -1.23692 0.85
H 2.00546 2.17819 -0.67763 0.43
H -2.14643 0.35217 0.98192 0.44
H -1.17175 -0.66650 -2.59603 0.48
H 1.16653 -2.24961 1.64676 0.34
H 1.66885 1.08412 -2.00293 0.39
H -0.35086 -2.07910 -1.90370 0.23
H 0.41552 -0.48946 -2.25142 0.41
H -0.98014 2.17246 1.02739 0.24
H 3.65058 0.92457 0.91573 0.24
H 1.28910 0.21886 2.08708 0.47

Energies relative to the most stable structure are (A) 0.0; (B) 36.3, reported in kcal/mol.

(A)
14
Properties=species:S:1:pos:R:3:mulliken_charge:R:1 method="wB97M-V/def2-TZVPD" gap_ev=10.378 smiles="C[C@H]1CCC1=O" multiplicity=1 charge=0
O -0.75286 -2.32035 0.06417 -0.55
C 0.58258 -0.73970 -1.41317 -0.53
C -0.50814 0.23695 0.21606 0.33
C -0.67217 0.78786 1.62584 -1.33
C 0.86240 0.42257 -0.44495 -0.70
C -0.39625 -1.23554 -0.30573 0.39
H 1.07147 1.42063 -0.82190 0.34
H -1.48236 0.32503 2.18744 0.34
H 0.02385 -0.41178 -2.30021 0.23
H 1.42605 -1.35239 -1.74862 0.32
H -0.88359 1.86437 1.58071 0.35
H 0.24996 0.68571 2.20534 0.31
H 1.64000 0.12063 0.26803 0.29
H -1.26162 0.69113 -0.44568 0.23

(B)
14
Properties=species:S:1:pos:R:3:mulliken_charge:R:1 method="wB97M-V/def2-TZVPD" gap_ev=10.298 smiles=CC#CCOC multiplicity=1 charge=0
O 2.04080 0.23218 -0.26615 -0.35
C 1.90212 -1.14666 -0.44264 -0.66
C -0.27683 0.57846 -0.71372 0.01
C -1.34547 0.54763 -0.17823 0.41
C -2.62464 0.35845 0.37099 -1.36
C 1.06519 0.97482 -0.90771 -0.34
H 1.92424 -1.42497 -1.50448 0.30
H 0.96666 -1.50474 0.00419 0.25
H 1.17151 1.08681 -1.98435 0.32
H 1.11876 1.99350 -0.49454 0.27
H -3.32492 0.97271 -0.18383 0.31
H 2.75634 -1.60254 0.05363 0.24
H -2.94742 -0.67748 0.31637 0.31
H -2.66520 0.64774 1.41667 0.30

(C)
14
Properties=species:S:1:pos:R:3:mulliken_charge:R:1 method="wB97M-V/def2-TZVPD" gap_ev="8.705 / 8.161" multiplicity=1 charge=0
O -2.40572 0.43164 0.23827 -0.25
C 1.72650 -0.74088 0.19468 -1.23
C 0.74594 0.42192 0.23782 -0.42
C -1.53154 1.24285 -0.35703 -0.47
C -1.56354 -0.65452 0.19007 -0.43
C -0.53435 0.15603 -0.54509 0.20
H 1.21233 1.35005 -0.11435 0.33
H -2.02218 -1.59871 -0.07802 0.26
H 2.07450 -0.91690 -0.82891 0.32
H -0.39509 -0.19538 -1.57463 0.46
H 0.32323 0.43983 1.28736 0.29
H 1.25445 -1.66427 0.55277 0.30
H -1.48503 2.26870 -0.02438 0.31
H 2.60049 -0.54037 0.82144 0.34

Energies relative to the most stable structure are (A) 0.0; (B) 41.7; (C) 79.3, reported in kcal/mol.

(A)
14
Properties=species:S:1:pos:R:3:mulliken_charge:R:1 method="wB97M-V/def2-TZVPD" gap_ev=9.742 multiplicity=1 charge=0
O -1.13143 -0.57163 0.97598 -0.38
C 1.18171 -0.19689 1.44103 -0.66
C -1.09142 -0.82914 -0.40166 -0.66
C 0.16000 -1.01097 1.22095 -0.06
C -0.04194 1.36811 -0.83268 -0.96
C -0.39796 -0.02381 -1.19135 0.09
H -0.14849 1.72250 0.19170 0.38
H 0.25652 -2.08914 1.10096 0.37
H 2.18341 -0.60277 1.42551 0.25
H -1.01126 1.56616 -1.33456 0.28
H 0.78122 1.84993 -1.36929 0.26
H 1.03769 0.83738 1.72164 0.28
H -0.25117 -0.25058 -2.23908 0.36
H -1.52689 -1.76914 -0.70915 0.46

(B)
14
Properties=species:S:1:pos:R:3:mulliken_charge:R:1 method="wB97M-V/def2-TZVPD" gap_ev=9.703 smiles="C=CCCC=O" multiplicity=1 charge=0
O 0.26385 -2.15717 0.08185 -0.43
C 1.02949 -0.07061 -0.91749 -0.66
C 1.20836 -1.45614 -0.24699 0.05
C 0.45891 1.00143 0.03078 -0.33
C -1.07386 0.77276 0.25624 -0.13
C -2.02311 1.70331 0.69874 -0.69
H 0.71706 2.05342 -0.24452 0.37
H -1.20836 -0.33527 0.06861 0.23
H 2.10978 -1.34892 0.41071 0.28
H 0.40456 -0.16855 -1.85153 0.34
H 2.09828 0.16136 -1.11222 0.27
H 0.82330 0.95013 1.15386 0.23
H -1.70159 2.80069 0.70769 0.23
H -2.95256 1.43998 1.28493 0.24

(C)
14
Properties=species:S:1:pos:R:3:mulliken_charge:R:1 method="wB97M-V/def2-TZVPD" gap_ev=10.138 multiplicity=1 charge=0
O -1.66183 -0.79004 1.67848 -0.19
C 1.79652 1.12550 0.65242 -0.52
C -0.82409 -0.80979 0.47216 0.27
C 1.62249 0.75228 -0.60961 -0.53
C -0.90961 0.24899 1.51792 -0.31
C -1.55579 -0.69309 -0.83644 -1.10
H -1.98698 0.30448 -0.97084 0.31
H -0.02556 -1.54442 0.54647 0.38
H 2.09725 -0.13653 -1.01975 0.27
H 0.97598 1.31254 -1.28227 0.24
H 1.29363 1.99387 1.06774 0.28
H 2.41150 0.55036 1.34150 0.27
H -2.36371 -1.43041 -0.88964 0.33
H -0.86979 -0.88375 -1.66815 0.30

(D)
14
Properties=species:S:1:pos:R:3:mulliken_charge:R:1 method="wB97M-V/def2-TZVPD" gap_ev=8.851 multiplicity=1 charge=0
O 0.73797 -0.97766 0.02237 -0.29
C -1.69780 -0.44779 0.00125 -0.59
C -0.41169 0.22575 0.41602 0.16
C 2.03858 -0.59739 0.43211 -0.19
C -1.31847 0.91286 -0.54000 -0.55
C 1.41127 0.59343 -0.15152 -0.40
H 1.57800 0.61216 -1.23972 0.18
H -1.65710 -1.28526 -0.69127 0.23
H 2.74689 -1.16989 -0.16574 0.21
H -1.00114 0.94095 -1.57892 0.22
H -2.49258 -0.51690 0.74148 0.22
H 2.21135 -0.65376 1.50896 0.21
H -1.82113 1.81478 -0.19986 0.25
H -0.32415 0.54872 1.44484 0.34

Energies relative to the most stable structure are (A) 13.3; (B) 0.0; (C) 42.0; (D) 102.2, reported in kcal/mol.

(A)
14
Properties=species:S:1:pos:R:3:mulliken_charge:R:1 method="wB97M-V/def2-TZVPD" gap_ev=10.071 smiles="CC(C)=CC=O" multiplicity=1 charge=0
O 2.35020 1.48174 1.82004 -0.51
C -1.80773 0.09122 -0.22752 -1.37
C 0.32742 0.79580 0.80376 -0.29
C -0.30934 -0.02207 -0.04694 1.07
C 0.39173 -1.05638 -0.91106 -1.42
C 1.78803 0.76725 1.00842 -0.17
H 0.84730 -1.85889 -0.31297 0.34
H -2.18531 -0.66284 -0.91554 0.35
H -2.34131 -0.07139 0.71157 0.33
H 1.21031 -0.60373 -1.49177 0.36
H -0.31340 -1.52574 -1.62400 0.34
H 2.36586 0.04096 0.40164 0.30
H -2.10541 1.08501 -0.59450 0.31
H -0.21835 1.53905 1.37887 0.36

(B)
14
Properties=species:S:1:pos:R:3:mulliken_charge:R:1 method="wB97M-V/def2-TZVPD" gap_ev=9.221 multiplicity=1 charge=0
O -1.26397 -0.29408 1.31249 -0.42
C 0.03503 0.43488 -0.61953 -0.25
C 1.81941 0.55761 0.38580 -1.11
C -0.41176 -1.03365 -0.76377 -0.66
C -1.09718 0.72848 0.30605 -0.35
C -1.67052 -0.59740 -0.00358 -0.06
H -1.59953 1.66772 0.51613 0.44
H 1.45519 0.00565 1.23552 0.37
H -2.71110 -0.85350 -0.19176 0.42
H -0.56680 -1.38012 -1.79097 0.27
H 1.07293 0.92198 -0.72461 0.45
H 2.64526 0.04759 -0.12626 0.31
H 2.13510 1.57327 0.66384 0.33
H 0.15795 -1.77843 -0.19936 0.28

Energies relative to the most stable structure are (A) 0.0; (B) 116.5, reported in kcal/mol.

(A)
14
Properties=species:S:1:pos:R:3:mulliken_charge:R:1 method="wB97M-V/def2-TZVPD" gap_ev=10.800 multiplicity=1 charge=0
O 0.76305 -0.10880 1.34600 -0.48
C -1.15067 0.46263 0.23018 -0.63
C 0.73336 -0.85740 0.10291 -0.09
C 1.11211 0.43364 -0.65071 -0.58
C 0.27404 0.96748 0.52358 -0.14
C -0.77682 -0.98418 -0.21395 -0.69
H -1.67429 1.05236 -0.52619 0.33
H -1.00062 -1.15745 -1.27558 0.27
H -1.72880 0.45149 1.15684 0.30
H 0.72983 0.61202 -1.66321 0.24
H 0.41659 1.95644 0.95992 0.46
H -1.27178 -1.77038 0.36178 0.30
H 2.17870 0.65159 -0.58293 0.27
H 1.39531 -1.70945 0.23136 0.45

(B)
14
Properties=species:S:1:pos:R:3:mulliken_charge:R:1 method="wB97M-V/def2-TZVPD" gap_ev=8.113 multiplicity=1 charge=0
O -0.92061 0.33572 2.68287 -0.28
C -1.76284 0.41770 -0.35466 -1.03
C -0.76969 0.79511 1.63871 0.17
C 1.97689 -0.53306 -0.03912 -1.14
C 0.70179 0.24660 -0.17208 -0.13
C -0.51918 -0.35246 -0.51805 0.02
H 0.79720 1.31728 -0.34357 0.35
H -1.74597 1.46131 -0.65404 0.34
H 2.61289 -0.45186 -0.93280 0.28
H -0.98699 -0.11766 -1.58820 0.23
H -2.71920 -0.09431 -0.43467 0.33
H 2.57064 -0.16826 0.80748 0.32
H 1.77421 -1.59659 0.13167 0.30
H -0.61083 -1.42852 -0.35988 0.26

(C)
14
Properties=species:S:1:pos:R:3:mulliken_charge:R:1 method="wB97M-V/def2-TZVPD" gap_ev=9.265 multiplicity=1 charge=0
O 1.70988 -0.45748 0.06122 -0.29
C 1.44105 -0.95117 1.23435 -0.39
C 0.85849 0.60481 -0.35853 -0.01
C -0.58260 0.41998 -0.67445 0.19
C -1.27392 -0.91437 -0.50346 -1.32
C -0.16460 1.20423 0.55011 -0.72
H -0.35393 0.74094 1.51694 0.33
H -0.92106 -1.44308 0.38743 0.35
H -0.89623 0.99647 -1.53911 0.36
H -2.35185 -0.75440 -0.39692 0.35
H -1.10656 -1.55438 -1.37591 0.31
H -0.23329 2.28673 0.54247 0.27
H 1.48428 1.27143 -0.93858 0.39
H 2.39032 -1.44970 1.49444 0.18

Energies relative to the most stable structure are (A) 0.0; (B) 69.1; (C) 63.0, reported in kcal/mol.